2 unconnected molecules or ions with the total composition C8H13IN3, computed with ωB97M-V with the def2-TZVPD basis set.

```
25
Properties=species:S:1:pos:R:3:forces:R:3
C -0.1504 -2.4480 -0.4419 -0.91 4.51 0.94
C 0.6041 -1.6121 0.4522 -2.92 0.97 -4.35
C -1.0872 -0.4024 -1.3881 0.29 -2.60 0.46
C -1.0657 -1.8276 -1.2871 -0.21 -0.07 -1.76
C 0.5779 -0.2073 0.2027 -0.99 -0.90 0.10
C -1.9023 -2.5916 -2.3157 2.97 -0.28 0.47
C 1.9490 1.9598 0.2382 -0.61 -0.30 -2.52
C 1.4644 0.6823 0.8443 0.85 -0.31 0.54
N -0.3283 0.3272 -0.7017 2.37 1.53 1.70
N -0.6636 1.6648 2.9437 1.35 -3.53 1.71
N 1.0018 2.6324 -0.6106 -0.14 1.46 1.32
I 2.3145 0.1839 2.6744 0.18 -0.09 -0.75
H -0.3709 -3.4246 -0.2768 0.49 -3.08 0.51
H 1.1842 -2.1035 1.0997 2.32 -1.26 2.72
H -1.6941 0.0872 -2.0720 -1.45 0.69 -1.20
H -2.8599 -2.2002 -2.5084 -1.65 -0.13 0.66
H -1.4631 -2.3509 -3.2935 0.51 -0.12 0.08
H -1.6919 -3.6660 -2.1618 -1.11 0.43 -0.20
H 2.2221 2.7217 0.8977 0.84 0.56 1.86
H 2.8664 1.7747 -0.4030 -0.72 -0.31 0.92
H 0.1954 1.6801 3.4817 0.32 0.30 -0.40
H -0.7738 2.5174 2.5450 -0.85 3.26 -1.06
H -1.2849 1.4821 3.7115 -1.13 0.25 -0.22
H 0.8290 2.2615 -1.4987 -0.27 -0.73 -1.12
H 0.1272 2.8592 -0.1319 0.48 -0.27 -0.42
```
Forces are in eV/Å.

Summary:
multiplicity: 1
relative energy (zero: lowest compared OMol25 entry of this formula, charge and spin): 245.8 kJ/mol
E_HOMO: -12.48 eV
net charge: +1

Table of natural (NBO) atomic charges, one value per atom, all in e:
1. C -0.224
2. C -0.024
3. C 0.058
4. C 0.125
5. C -0.083
6. C -0.664
7. C -0.377
8. C 0.210
9. N -0.344
10. N -1.071
11. N -0.776
12. I 0.383
13. H 0.233
14. H 0.226
15. H 0.205
16. H 0.256
17. H 0.255
18. H 0.241
19. H 0.254
20. H 0.277
21. H 0.347
22. H 0.359
23. H 0.379
24. H 0.380
25. H 0.373

A gas-phase ion, C8H13IN5 (charge +1), computed with ωB97M-V with the def2-TZVPD basis set.

```
27
Properties=species:S:1:pos:R:3:forces:R:3
C 2.2767 1.4594 -0.7857 -0.76 1.77 1.20
C 0.6002 2.6497 0.1290 1.75 -0.96 -0.42
C 1.8217 0.2370 -0.0970 4.03 -0.74 -0.65
C 0.4110 0.2995 0.0438 -1.09 -0.34 -0.08
C 3.0060 -0.5624 0.2336 -2.15 1.41 -0.71
C -2.4174 0.7649 0.6168 1.48 2.49 0.82
C -3.0477 -1.1495 -0.8309 1.76 -0.79 -0.41
C -1.9243 -0.1005 -0.4644 -0.86 -0.91 -1.86
N 1.7768 2.6506 -0.5482 0.28 0.25 -0.66
N -0.0292 1.5436 0.1172 -2.31 0.17 1.56
N -0.2750 -1.9688 -0.0601 -0.13 -4.88 1.41
N -0.5671 -0.6450 -0.0565 -0.27 0.82 -0.29
N 3.2137 -1.1846 1.4036 1.07 -1.75 1.01
I 4.5845 -0.4955 -1.1596 0.29 -0.98 0.20
H 3.1503 1.5698 -1.3845 0.47 -0.66 -0.19
H 0.3096 3.5299 0.7153 -0.26 -0.30 -0.56
H -2.4385 1.8289 0.2386 -0.21 -1.10 0.92
H -3.3568 0.4831 0.9876 -1.30 -0.44 0.51
H -1.6189 0.6658 1.3848 -1.36 0.64 0.16
H -2.6496 -1.7076 -1.6932 -0.26 -0.30 0.23
H -3.8835 -0.5961 -1.2927 0.18 -0.16 0.82
H -3.3351 -1.9048 -0.0238 0.24 1.42 -0.94
H -1.7422 0.4943 -1.4121 -0.10 -0.75 1.01
H -0.8954 -2.5732 -0.6947 1.18 1.85 0.89
H -0.3335 -2.5792 0.9182 0.05 2.83 -2.69
H 3.8667 -1.9880 1.4455 -0.41 0.57 -1.02
H 3.4970 -0.7212 2.2695 -1.31 0.84 -0.28
```
Forces are in eV/Å.

Summary:
multiplicity: 1
relative energy (zero: lowest compared OMol25 entry of this formula, charge and spin): 399.2 kJ/mol
E_HOMO: -12.24 eV
net charge: +1
SMILES: CC(C)N(N)c1ncncc1C(=[NH2+])I

Table of natural (NBO) atomic charges, one value per atom, all in e:
1. C 0.158
2. C 0.363
3. C -0.285
4. C 0.453
5. C 0.271
6. C -0.615
7. C -0.632
8. C -0.046
9. N -0.460
10. N -0.492
11. N -0.657
12. N -0.185
13. N -0.822
14. I 0.283
15. H 0.232
16. H 0.223
17. H 0.230
18. H 0.218
19. H 0.222
20. H 0.207
21. H 0.253
22. H 0.231
23. H 0.213
24. H 0.395
25. H 0.382
26. H 0.419
27. H 0.443

A single C8H13IS molecule, computed with ωB97M-V with the def2-TZVPD basis set.

```
23
Properties=species:S:1:pos:R:3:forces:R:3
C -1.4785 -2.6796 -0.3408 -1.22 -3.21 -1.22
C -1.4324 -1.2654 -0.8057 1.25 1.77 0.05
C -0.3359 -2.4847 0.5952 3.23 0.31 2.13
C 1.2566 2.5500 -0.4100 -1.64 -0.50 2.16
C 1.8174 2.1953 0.9431 -2.11 -2.24 -0.86
C 0.0238 -1.1066 -0.1707 -1.46 -3.15 -0.95
C 0.2496 0.0312 0.6664 0.92 3.66 -1.66
C -0.0277 1.8580 -0.6896 0.26 -2.43 1.35
S 1.9687 0.3871 1.0288 -0.14 -0.56 0.03
I -1.7254 2.7443 0.1545 -0.33 0.23 0.05
H -2.4609 -3.1833 -0.0510 1.25 0.90 -0.07
H -1.0496 -3.3605 -1.1560 -0.77 0.85 0.85
H -1.3209 -1.0918 -1.8953 -0.98 0.18 0.66
H -2.0918 -0.5965 -0.2208 -0.04 -0.21 -0.88
H -0.3811 -2.2368 1.7058 -0.96 -0.41 -1.29
H 0.4905 -3.2748 0.5820 -1.09 0.95 -0.21
H 0.9975 3.5525 -0.3661 0.02 2.38 -0.17
H 1.9199 2.3628 -1.1366 2.49 -0.57 -2.88
H 2.6092 2.7154 1.3531 1.76 0.97 0.54
H 0.9598 2.2550 1.5416 -0.99 1.01 1.61
H 0.7504 -1.3135 -0.9718 0.08 0.46 0.57
H -0.5451 0.2610 1.3996 0.63 0.03 -0.23
H -0.1940 1.6810 -1.7557 -0.17 -0.41 0.43
```
Forces are in eV/Å.

Summary:
multiplicity: 1
E_HOMO: -7.98 eV

Table of natural (NBO) atomic charges, one value per atom, all in e:
1. C -0.425
2. C -0.391
3. C -0.396
4. C -0.507
5. C -0.492
6. C -0.288
7. C -0.256
8. C -0.338
9. S 0.221
10. I 0.091
11. H 0.215
12. H 0.202
13. H 0.214
14. H 0.212
15. H 0.209
16. H 0.208
17. H 0.230
18. H 0.214
19. H 0.232
20. H 0.211
21. H 0.219
22. H 0.211
23. H 0.205

A single C8H13N molecule, computed with ωB97M-V with the def2-TZVPD basis set.

```
22
Properties=species:S:1:pos:R:3:forces:R:3
C -1.8501 0.0097 0.1334 -0.48 -1.89 -0.66
C 0.3597 1.0567 -0.4451 1.96 2.27 2.88
C -1.1132 1.0515 -0.2322 -1.67 3.96 0.56
C 0.0368 -0.7204 0.8679 -1.19 0.93 -0.32
C 1.1725 -0.2659 0.0807 2.16 0.59 -1.24
C -3.3381 -0.1399 0.0535 -0.28 -2.22 0.66
C 2.4711 0.0625 0.8101 0.31 1.48 -2.10
C 1.5512 -1.1355 -1.0735 0.63 -0.87 2.43
N -1.0036 -1.0981 0.1963 0.11 -1.11 0.54
H 0.6001 1.3805 -1.4400 0.34 -0.17 -0.73
H 0.8254 1.9350 0.2547 -1.18 -1.88 -1.61
H -1.6967 2.0754 -0.2627 1.36 -1.94 -0.61
H -0.1147 0.0403 1.6462 -0.18 -0.32 0.75
H -3.6338 -0.9131 0.9000 0.32 0.89 -2.39
H -3.7423 -0.2971 -1.0295 0.71 -0.18 2.20
H -3.7698 0.7162 0.4671 -0.83 1.78 0.17
H 3.3596 -0.3433 0.2897 -0.52 0.19 0.39
H 2.4454 -0.2502 1.7754 0.05 -1.40 2.92
H 2.6011 1.1349 0.9183 0.19 0.28 -0.28
H 2.3019 -0.8596 -1.7282 1.27 1.33 -1.26
H 0.6787 -1.3532 -1.4889 -3.60 -0.97 -2.85
H 1.8587 -2.0862 -0.6931 0.50 -0.76 0.54
```
Forces are in eV/Å.

Summary:
multiplicity: 1
relative energy (zero: lowest compared OMol25 entry of this formula, charge and spin): 438.7 kJ/mol
E_HOMO (alpha / beta): -8.12 / -8.12 eV
SMILES: CC1=CCC(C)(C)C=N1

Table of natural (NBO) atomic charges, one value per atom, all in e:
1. C 0.132
2. C -0.403
3. C -0.239
4. C 0.173
5. C -0.088
6. C -0.648
7. C -0.603
8. C -0.608
9. N -0.469
10. H 0.222
11. H 0.212
12. H 0.218
13. H 0.140
14. H 0.227
15. H 0.238
16. H 0.219
17. H 0.214
18. H 0.212
19. H 0.208
20. H 0.211
21. H 0.223
22. H 0.208

A single C8H13N molecule, computed with ωB97M-V with the def2-TZVPD basis set.

```
22
Properties=species:S:1:pos:R:3:forces:R:3
C -1.2465 0.7469 -0.4688 -0.04 -0.07 -0.19
C -0.5142 -1.4590 0.8742 -0.65 -0.23 -1.51
C 0.9040 1.7586 -1.5798 0.38 -0.61 -0.35
C -0.6232 -0.5833 -0.7164 -0.41 -0.38 3.85
C 0.2369 1.0128 -0.4522 -0.27 0.27 0.60
N -1.2859 -0.9744 1.9775 0.00 0.56 0.28
C -0.4426 -1.3595 -1.8033 0.90 -0.72 -2.38
C 1.7633 0.6969 1.6576 -0.10 -0.65 0.19
C 0.8860 0.6581 0.6940 0.28 1.06 -1.28
H -1.7250 -1.7107 2.5168 0.09 0.12 -0.10
H -0.7742 -0.3501 2.5877 -0.05 -0.11 0.05
H -1.7751 0.8749 0.4751 0.00 -0.15 -0.14
H -1.7458 1.1385 -1.3531 0.06 0.13 0.17
H 0.5085 -1.7749 1.0905 0.23 0.21 -0.11
H -1.0221 -2.3497 0.5003 0.08 0.07 0.03
H 1.8625 1.2971 -1.8294 -0.01 0.10 -0.06
H 1.0895 2.7978 -1.2946 -0.09 -0.12 0.11
H 0.2850 1.7614 -2.4790 0.02 -0.14 0.13
H 0.5130 -1.6689 -2.2106 0.29 0.04 0.52
H -1.2235 -1.9150 -2.3123 -0.54 0.51 0.21
H 1.8739 -0.1270 2.3585 0.41 -0.24 -0.37
H 2.4556 1.5294 1.7672 -0.59 0.37 0.36
```
Forces are in eV/Å.

Summary:
multiplicity: 1
relative energy (zero: lowest compared OMol25 entry of this formula, charge and spin): 773.6 kJ/mol
E_HOMO (alpha / beta): -5.78 / -5.98 eV

Table of natural (NBO) atomic charges, one value per atom, all in e:
1. C -0.451
2. C -0.279
3. C -0.605
4. C 0.246
5. C -0.172
6. N -0.865
7. C -0.827
8. C -0.552
9. C 0.294
10. H 0.373
11. H 0.359
12. H 0.246
13. H 0.235
14. H 0.166
15. H 0.208
16. H 0.225
17. H 0.221
18. H 0.233
19. H 0.225
20. H 0.241
21. H 0.232
22. H 0.246

A gas-phase ion, C8H13N2O2 (charge +1), computed with ωB97M-V with the def2-TZVPD basis set.

```
25
Properties=species:S:1:pos:R:3:forces:R:3
C 1.1215 -0.1046 -0.1153 3.67 1.63 -0.01
C -1.1070 0.3446 0.2056 1.96 1.97 0.00
C -2.3991 0.0022 0.3086 -0.74 -2.34 -0.35
C -0.1652 -0.6396 0.2911 0.19 3.11 -0.32
C 2.6447 1.7093 0.0695 0.78 1.96 -0.25
C 3.8716 0.8495 -0.3533 -0.99 1.18 0.15
C -0.2498 -1.9706 0.7531 -0.45 -3.16 -1.57
C -4.6420 0.4893 -0.5143 2.13 -2.62 -1.97
N 2.1838 -0.9004 -0.3708 -0.95 -4.35 -1.82
N 1.3732 1.1509 0.0114 -3.29 -0.97 -0.04
O -3.2486 0.8213 -0.1318 -2.11 0.94 0.20
O 3.5232 -0.4306 0.0087 -2.14 -4.32 0.62
H -0.7466 1.3984 -0.0802 -0.82 -1.88 0.36
H -2.5743 -1.0870 0.5614 -0.87 1.37 -0.16
H 2.6906 1.7351 1.1546 0.76 0.76 0.45
H 2.4666 2.7848 -0.2891 1.17 -1.48 0.33
H 4.1914 0.7821 -1.3733 0.11 0.92 -0.75
H 4.7109 1.0300 0.3484 -0.29 0.24 -0.72
H -0.3384 -2.5956 -0.2120 0.04 0.48 1.16
H 0.6793 -2.3221 1.1661 0.36 0.04 0.42
H -1.0873 -2.2647 1.3681 -0.16 0.20 0.20
H -5.3057 1.1736 -0.0950 -0.75 1.49 0.43
H -4.5233 0.5198 -1.6765 -0.96 -0.14 2.24
H -4.8967 -0.5277 -0.1016 0.33 0.88 -0.73
H 1.8273 -1.9482 -0.9335 3.02 4.06 2.14
```
Forces are in eV/Å.

Summary:
multiplicity: 1
relative energy (zero: lowest compared OMol25 entry of this formula, charge and spin): 734.8 kJ/mol
E_HOMO (alpha / beta): -12.03 / -12.03 eV
net charge: +1

Table of natural (NBO) atomic charges, one value per atom, all in e:
1. C 0.270
2. C -0.340
3. C 0.385
4. C 0.223
5. C -0.289
6. C -0.093
7. C -0.702
8. C -0.247
9. N -0.369
10. N -0.387
11. O -0.399
12. O -0.333
13. H 0.303
14. H 0.189
15. H 0.240
16. H 0.243
17. H 0.196
18. H 0.227
19. H 0.269
20. H 0.285
21. H 0.254
22. H 0.225
23. H 0.233
24. H 0.202
25. H 0.416

A gas-phase ion, C8H13N2S (charge +1), computed with ωB97M-V with the def2-TZVPD basis set.

```
24
Properties=species:S:1:pos:R:3:forces:R:3
C 1.0034 0.5987 -2.3545 0.52 -1.49 -2.49
C 0.0955 -0.4342 -2.3499 -0.28 1.59 2.30
C 0.8909 0.7127 0.0210 1.66 0.65 -0.07
C 1.5865 1.0576 -1.1899 1.38 0.86 1.27
C 0.0668 -0.3816 -0.0043 0.51 -0.23 3.00
C 1.1197 1.5996 1.2387 -0.24 -0.03 -1.52
C -3.1954 -1.7650 1.5802 -2.50 0.21 1.86
C -0.4816 -1.0655 1.2792 0.07 3.10 0.11
N -0.3242 -0.9612 -1.1303 -0.45 0.57 -2.65
N 2.7668 1.7955 -1.2247 -3.30 -1.88 -0.09
S -2.1334 -0.3634 1.6020 0.00 1.96 -0.06
H 1.4077 0.8612 -3.3720 -0.55 0.06 1.26
H -0.4355 -0.5453 -3.2504 -0.66 -1.30 -0.77
H 0.5198 2.4981 0.9924 0.66 -0.04 0.29
H 0.6101 1.1616 2.0642 0.19 -0.23 1.03
H 2.1910 1.8474 1.3946 -0.90 -0.21 0.30
H -2.6673 -2.5043 1.1388 1.32 -2.52 -2.18
H -4.2486 -1.6908 1.1367 1.76 0.40 0.57
H -3.2387 -2.1794 2.5951 -0.65 0.40 0.01
H -0.6807 -2.0532 1.1499 -0.14 -3.03 -0.95
H 0.1377 -1.0357 2.1913 0.04 0.53 -0.70
H -1.2202 -1.4415 -1.0149 0.54 -0.34 -0.68
H 3.0319 2.1821 -2.0895 0.54 0.39 -0.90
H 3.1978 2.1065 -0.4036 0.48 0.58 1.05
```
Forces are in eV/Å.

Summary:
multiplicity: 1
relative energy (zero: lowest compared OMol25 entry of this formula, charge and spin): 10.3 kJ/mol
E_HOMO: -12.08 eV
net charge: +1
SMILES: CSCc1[nH]ccc(=[NH2+])c1C

Table of natural (NBO) atomic charges, one value per atom, all in e:
1. C -0.297
2. C 0.088
3. C -0.077
4. C 0.296
5. C 0.280
6. C -0.630
7. C -0.771
8. C -0.571
9. N -0.482
10. N -0.730
11. S 0.224
12. H 0.253
13. H 0.244
14. H 0.249
15. H 0.238
16. H 0.226
17. H 0.205
18. H 0.264
19. H 0.234
20. H 0.233
21. H 0.260
22. H 0.441
23. H 0.411
24. H 0.410

A molecular structure, C8H13N3, computed with ωB97M-V with the def2-TZVPD basis set.

```
24
Properties=species:S:1:pos:R:3:forces:R:3
C 2.0699 -0.7574 0.3805 -2.78 0.32 -2.28
C 0.7566 -1.3484 0.8038 -5.17 -1.60 -1.49
C 0.5143 -1.4898 2.2992 1.53 -1.90 0.75
C -0.3981 0.6480 1.8645 -7.71 -4.09 -4.25
C -0.5864 -0.3552 0.5636 8.75 3.88 -1.09
C -0.5222 0.2634 -0.8293 -3.05 -1.70 0.25
C -1.3882 -0.1193 -1.8726 1.42 0.86 1.66
C -0.2212 1.6617 -2.4881 3.88 0.08 3.90
H 2.0344 0.3072 0.1408 0.26 -0.08 0.82
H 2.3283 -1.2355 -0.5269 0.56 -0.47 -1.12
H 2.6188 -1.1629 1.1116 3.35 -0.34 2.64
H 0.3352 -2.4062 0.2394 1.81 2.73 1.35
H -0.4005 -2.1939 2.4164 0.87 1.47 0.20
H 1.4013 -2.1674 2.9341 -2.19 2.52 -1.67
H 0.2491 0.0470 3.4976 -1.36 1.30 10.06
H -1.4843 0.4981 2.2292 0.94 1.91 -0.36
H -0.0580 1.4736 1.4484 1.09 4.59 -1.16
H -1.3167 -0.9423 0.7304 -5.55 -3.87 0.67
H -2.0796 -0.9090 -1.5972 -0.60 0.35 -1.60
H -1.4307 0.6434 -4.1002 1.11 1.14 5.45
H 0.3484 2.2531 -3.2022 -0.31 0.22 0.61
N 0.3830 -0.0354 2.6454 6.58 -6.09 -4.24
N -1.1390 0.8551 -2.8628 -4.39 -4.88 -5.68
N 0.1997 1.2912 -1.1612 0.96 3.67 -3.40
```
Forces are in eV/Å.

Summary:
multiplicity: 1
relative energy (zero: lowest compared OMol25 entry of this formula, charge and spin): 620.1 kJ/mol
E_HOMO: -8.18 eV

Table of natural (NBO) atomic charges, one value per atom, all in e:
1. C -0.660
2. C -0.166
3. C -0.243
4. C -0.189
5. C -0.194
6. C 0.135
7. C -0.201
8. C 0.137
9. H 0.248
10. H 0.211
11. H 0.214
12. H 0.192
13. H 0.168
14. H 0.193
15. H 0.348
16. H 0.148
17. H 0.201
18. H 0.176
19. H 0.234
20. H 0.437
21. H 0.206
22. N -0.618
23. N -0.479
24. N -0.497

2 unconnected molecules or ions with the total composition C8H13N3O, computed with ωB97M-V with the def2-TZVPD basis set.

```
25
Properties=species:S:1:pos:R:3:forces:R:3
C -0.6489 1.4064 3.1808 -0.89 -0.44 -0.67
C -0.2236 0.0798 3.1418 -1.20 1.22 2.11
C 1.2044 1.1401 2.0530 0.47 1.10 -1.57
C -0.7567 -2.0624 -2.6425 -0.17 0.06 0.06
C -0.2364 -0.6514 -2.9164 0.35 -0.32 -0.21
C 0.2220 -0.0199 -1.5661 0.23 0.81 -1.04
C 1.3804 -0.7889 -0.9518 0.63 0.04 0.47
C -1.0194 0.1469 -0.8060 -2.82 -0.22 0.12
H -1.4754 2.7502 4.3389 0.04 -0.45 -0.32
H -0.4389 -0.7110 3.7976 -1.12 -0.80 0.54
H 2.1065 1.4320 1.5381 -0.10 0.00 -0.21
H -0.0347 2.8854 1.8459 0.37 0.20 0.10
H -1.0615 -2.5710 -3.5558 -0.14 0.07 -0.01
H -1.6000 -2.0289 -1.9312 0.29 -0.13 -0.40
H 0.0431 -2.6627 -2.2043 -0.09 -0.04 0.04
H 0.6259 -0.7214 -3.6145 -0.31 0.20 0.53
H -0.9868 -0.0201 -3.4118 0.10 -0.17 0.29
H 0.5533 1.0115 -1.7624 0.02 -0.22 -0.08
H 1.9792 -1.2663 -1.7369 -0.27 0.06 0.03
H 2.0799 -0.1157 -0.4298 -0.45 -0.30 0.01
H 1.0522 -1.5593 -0.2561 0.06 0.06 0.02
N 0.9425 -0.0400 2.4971 1.11 0.01 -0.46
N 0.2171 2.0453 2.3374 0.43 -0.03 0.58
N -2.1716 0.2049 -0.5993 2.61 0.09 0.20
O -1.7525 2.1165 3.6544 0.83 -0.81 -0.12
```
Forces are in eV/Å.

Summary:
multiplicity: 1
relative energy (zero: lowest compared OMol25 entry of this formula, charge and spin): 161.9 kJ/mol
E_HOMO: -8.59 eV
SMILES: CC[C@H](C)C#N.Oc1cnc[nH]1

Table of natural (NBO) atomic charges, one value per atom, all in e:
1. C 0.378
2. C -0.150
3. C 0.151
4. C -0.624
5. C -0.366
6. C -0.337
7. C -0.603
8. C 0.292
9. H 0.486
10. H 0.207
11. H 0.187
12. H 0.425
13. H 0.217
14. H 0.224
15. H 0.204
16. H 0.204
17. H 0.216
18. H 0.239
19. H 0.214
20. H 0.219
21. H 0.235
22. N -0.442
23. N -0.556
24. N -0.337
25. O -0.682

Number 1: molar mass 278.1 Da. Number 2: molar mass 306.1 Da. Number 3: molar mass 268.2 Da. Number 4: molar mass 123.2 Da. Number 5: molar mass 123.2 Da. Number 6: molar mass 169.2 Da. Number 7: molar mass 169.3 Da. Number 8: molar mass 151.2 Da. Number 9: molar mass 167.2 Da.